# 1
{"formula": "C35H50B3Cl10F8NO6", "method": "ωB97M-V/def2-TZVPD", "symbols": ["C", "C", "C", "C", "C", "C", "C", "C", "C", "C", "C", "C", "O", "C", "C", "O", "C", "C", "B", "O", "B", "C", "C", "O", "C", "C", "F", "F", "C", "F", "F", "C", "F", "F", "C", "F", "F", "O", "B", "C", "C", "C", "C", "C", "N", "O", "C", "C", "H", "H", "H", "H", "H", "H", "H", "H", "H", "H", "H", "H", "H", "H", "H", "H", "H", "H", "H", "H", "H", "H", "H", "H", "H", "H", "H", "H", "H", "H", "H", "H", "H", "H", "H", "H", "H", "H", "H", "H", "C", "Cl", "Cl", "H", "H", "C", "Cl", "Cl", "H", "H", "C", "Cl", "Cl", "H", "H", "C", "Cl", "Cl", "H", "H", "C", "Cl", "Cl", "H", "H"], "xyz": [[-5.159, 1.722, 2.214], [-5.213, 1.636, 0.643], [-5.684, 0.145, 0.309], [-6.378, 2.572, 0.088], [-3.831, 1.824, -0.094], [-2.927, 3.017, 0.404], [-3.692, 4.372, 0.656], [-1.893, 3.316, -0.794], [-2.040, 2.698, 1.653], [-1.203, 3.797, 2.176], [-0.322, 3.623, 3.309], [-0.210, 2.322, 3.969], [0.649, 2.074, 5.038], [1.865, 2.830, 4.941], [2.705, 2.474, 3.640], [3.997, 1.973, 3.997], [5.051, 2.645, 3.305], [5.000, 2.490, 1.733], [4.855, 0.995, 1.197], [4.299, -0.085, 1.944], [3.126, -0.462, 1.222], [1.847, -0.823, 2.129], [1.590, -2.399, 2.130], [0.530, -2.631, 1.185], [-0.049, -3.916, 1.381], [-1.596, -3.745, 1.089], [-1.729, -3.065, -0.110], [-2.071, -2.919, 2.106], [-2.341, -5.137, 1.088], [-2.529, -5.504, 2.396], [-1.539, -6.091, 0.495], [-3.702, -4.978, 0.287], [-3.491, -5.059, -1.068], [-4.351, -3.804, 0.579], [-4.690, -6.150, 0.678], [-4.035, -7.355, 0.827], [-5.337, -5.843, 1.856], [3.107, -0.520, -0.208], [3.976, 0.435, -0.770], [3.648, 1.353, -2.037], [2.386, 2.043, -2.154], [2.001, 2.943, -3.247], [3.059, 3.093, -4.267], [4.285, 2.310, -4.019], [4.614, 1.505, -2.999], [5.241, 0.650, -0.138], [-1.039, 1.244, 3.468], [-1.934, 1.416, 2.322], [-4.572, 2.578, 2.622], [-6.212, 1.805, 2.606], [-4.737, 0.776, 2.642], [-5.795, 0.069, -0.808], [-4.899, -0.605, 0.605], [-6.683, -0.074, 0.757], [-7.305, 1.981, -0.125], [-6.655, 3.255, 0.943], [-6.057, 3.229, -0.754], [-4.078, 2.049, -1.173], [-3.210, 0.884, -0.133], [-4.259, 4.423, 1.616], [-4.423, 4.551, -0.178], [-2.975, 5.233, 0.644], [-1.528, 4.375, -0.685], [-0.997, 2.658, -0.650], [-2.355, 3.148, -1.797], [-1.233, 4.799, 1.700], [0.268, 4.496, 3.659], [1.685, 3.937, 5.024], [2.494, 2.557, 5.830], [2.749, 3.353, 2.945], [2.184, 1.642, 3.085], [5.066, 3.739, 3.561], [6.015, 2.182, 3.652], [4.198, 3.171, 1.322], [5.974, 2.900, 1.331], [2.094, -0.572, 3.198], [0.928, -0.247, 1.859], [1.369, -2.762, 3.161], [2.524, -2.890, 1.741], [0.440, -4.652, 0.694], [0.053, -4.296, 2.434], [-5.423, -6.281, -0.164], [1.640, 1.884, -1.334], [1.033, 3.478, -3.295], [2.929, 3.754, -5.145], [5.069, 2.406, -4.808], [-1.031, 0.236, 3.940], [-2.563, 0.583, 1.938], [4.015, -1.718, -3.966], [4.579, -3.377, -3.708], [3.111, -1.574, -5.478], [3.368, -1.434, -3.140], [4.876, -1.056, -4.005], [4.058, 1.397, -7.997], [3.409, 1.938, -6.436], [3.704, -0.312, -8.267], [3.605, 1.983, -8.792], [5.135, 1.540, -8.000], [-0.885, -1.659, -5.845], [0.176, -0.255, -5.999], [-2.500, -1.322, -6.483], [-0.453, -2.488, -6.399], [-0.971, -1.921, -4.794], [-0.383, -2.735, 5.715], [0.454, -1.200, 5.451], [0.675, -4.116, 5.391], [-0.713, -2.781, 6.749], [-1.242, -2.786, 5.050], [3.022, -6.516, -5.092], [4.450, -7.558, -5.050], [2.399, -6.344, -6.737], [2.249, -6.954, -4.467], [3.293, -5.535, -4.714]], "gap_ha": 0.303, "fmax_ev_per_a": 4.206, "energy_ev": -199876.76471, "homo_ev": -8.35, "mol_weight_g_mol": 1119.736}

***

# 2
{"formula": "C2H6OS3", "method": "ωB97M-V/def2-TZVPD", "symbols": ["C", "C", "O", "S", "S", "S", "H", "H", "H", "H", "H", "H"], "xyz": [[2.437, -0.119, -0.414], [1.149, -0.193, 0.471], [-1.524, 1.610, 0.015], [-3.512, -0.575, -0.477], [0.468, -1.572, 0.867], [-2.212, 0.590, 0.754], [3.475, -0.624, -0.122], [2.231, -0.583, -1.405], [2.806, 0.907, -0.567], [0.592, 0.775, 0.658], [-2.602, -1.414, -0.984], [-3.309, 1.197, 1.204]], "relative_energy_kcal_mol": 32.3, "gap_ha": 0.309, "fmax_ev_per_a": 2.675, "energy_ev": -36721.98789, "homo_ev": -8.67, "mol_weight_g_mol": 142.270}

***

# 3
{"formula": "C2H3INO2", "method": "ωB97M-V/def2-TZVPD", "symbols": ["O", "C", "O", "N", "C", "I", "H", "H", "H"], "xyz": [[-0.545, 2.397, 0.768], [0.112, 1.357, 0.698], [1.027, 0.916, 1.391], [-0.257, 0.565, -0.469], [0.317, -1.064, -0.499], [-1.135, -2.481, 0.189], [-1.226, 0.620, -0.747], [0.561, -1.286, -1.525], [1.145, -1.024, 0.194]], "relative_energy_kcal_mol": 19.8, "smiles": "O=C([O-])NCI", "gap_ha": 0.264, "fmax_ev_per_a": 5.022, "energy_ev": -15809.54134, "homo_ev": -4.35, "total_charge": -1, "mol_weight_g_mol": 199.955}

***

# 4
{"formula": "C2H2FNO2", "method": "ωB97M-V/def2-TZVPD", "symbols": ["C", "N", "O", "C", "O", "F", "H", "H"], "xyz": [[-0.492, -1.032, -0.434], [0.693, -0.881, -0.581], [1.169, -0.469, -1.913], [0.467, 0.224, -2.860], [0.379, 0.006, -4.007], [-0.274, 1.202, -2.267], [-0.702, -1.436, 0.614], [-1.289, -0.937, -1.237]], "relative_energy_kcal_mol": 64.7, "smiles": "C=NOC(=O)F", "gap_ha": 0.444, "fmax_ev_per_a": 5.465, "energy_ev": -10406.37596, "homo_ev": -11.40, "mol_weight_g_mol": 91.041}

***

# 5
{"formula": "C20H25NO3", "method": "ωB97M-V/def2-TZVPD", "symbols": ["C", "O", "C", "C", "C", "C", "O", "C", "C", "O", "C", "C", "N", "C", "C", "C", "C", "C", "C", "C", "C", "C", "C", "C", "H", "H", "H", "H", "H", "H", "H", "H", "H", "H", "H", "H", "H", "H", "H", "H", "H", "H", "H", "H", "H", "H", "H", "H", "H"], "xyz": [[-7.906, -0.110, -0.054], [-6.896, -1.088, -0.056], [-5.611, -0.694, -0.299], [-4.651, -1.708, -0.303], [-3.328, -1.418, -0.536], [-2.917, -0.104, -0.774], [-1.579, 0.057, -1.014], [-1.046, 1.354, -1.149], [-0.925, 2.118, 0.183], [0.210, 1.761, 0.927], [0.121, 0.490, 1.547], [1.420, 0.208, 2.321], [2.551, -0.246, 1.549], [2.371, -1.514, 0.873], [3.753, -2.091, 0.582], [4.587, -1.101, -0.178], [5.680, -1.521, -0.927], [6.459, -0.612, -1.617], [6.148, 0.737, -1.564], [5.062, 1.162, -0.823], [4.276, 0.253, -0.124], [3.082, 0.752, 0.643], [-3.868, 0.905, -0.767], [-5.205, 0.611, -0.533], [-8.833, -0.645, 0.149], [-7.983, 0.391, -1.025], [-7.742, 0.638, 0.729], [-4.972, -2.721, -0.121], [-2.584, -2.198, -0.544], [-1.631, 1.944, -1.866], [-0.044, 1.204, -1.560], [-0.808, 3.184, -0.029], [-1.836, 1.964, 0.780], [-0.051, -0.294, 0.801], [-0.730, 0.487, 2.246], [1.207, -0.558, 3.072], [1.713, 1.127, 2.835], [1.813, -1.412, -0.075], [1.813, -2.188, 1.527], [4.248, -2.312, 1.532], [3.667, -3.025, 0.021], [5.918, -2.575, -0.966], [7.306, -0.952, -2.195], [6.751, 1.455, -2.101], [4.814, 2.213, -0.782], [2.322, 1.086, -0.087], [3.365, 1.628, 1.234], [-3.596, 1.934, -0.944], [-5.914, 1.424, -0.537]], "relative_energy_kcal_mol": 83.3, "smiles": "COc1ccc(OCCOCCN2CCc3ccccc3C2)cc1", "gap_ha": 0.322, "fmax_ev_per_a": 0.571, "energy_ev": -28777.15392, "homo_ev": -8.00, "mol_weight_g_mol": 327.424}